Entry from the OMol25 dataset: a structure of composition C36H55N11O4PTeY (ωB97M-V/def2-TZVPD).

## Properties
Total charge ... +2
Total energy ... -80426.574 eV
HOMO energy ... -12.00 eV
ΔE to the lowest compared entry with this formula, charge and spin ... 1.248 eV
Kohn-Sham gap ... 6.5 eV
Multiplicity ... 1
LUMO level ... -5.455 eV

Geometry as XYZ:
```
109
Properties=species:S:1:pos:R:3:forces:R:3:lowdin_charge:R:1
Y 0.7762 0.3335 -1.2826 0.0343 0.4381 0.8205 1.602
C 3.8710 3.4889 0.8792 0.0239 0.0292 0.0245 0.009
C 3.1668 2.3614 0.1914 -0.0375 0.1203 0.0087 -0.271
N 1.9193 2.3509 -0.0664 0.1074 -0.0460 0.0014 0.002
C 1.1086 3.5058 0.2935 -0.0406 0.0677 -0.0046 -0.177
C -0.2357 3.3982 -0.4136 -0.0053 0.0181 0.0016 -0.183
N 0.0287 2.8199 -1.7358 0.0515 -0.1744 0.0323 -0.142
C -1.0362 2.9748 -2.7233 -0.0867 -0.0059 0.0643 -0.186
C -0.6464 2.2135 -3.9953 0.0358 0.0341 -0.0736 -0.166
N 0.2268 1.0590 -3.6845 -0.0330 -0.1227 0.0725 -0.143
C -0.0396 -0.1758 -4.4471 0.0102 -0.1008 -0.0339 -0.170
C 1.1525 -1.1290 -4.2816 0.0518 -0.0498 -0.0272 -0.169
N 1.8701 -0.8091 -3.0552 -0.0101 -0.3608 -0.2566 -0.107
C 3.1000 -1.2075 -2.9441 0.5459 0.7268 -0.0479 -0.464
C 4.0021 -1.5570 -4.1052 -0.3260 -0.2424 -0.1300 -0.074
C 3.8429 -0.5991 -1.7785 0.0324 -0.1536 0.0404 -0.251
C 5.0782 -1.0677 -1.3295 -0.0360 0.0868 0.0075 -0.015
C 5.7302 -0.3685 -0.3383 0.0215 0.0004 0.0294 0.004
C 5.1506 0.7868 0.1837 -0.0201 0.0136 -0.0115 0.022
C 3.9172 1.1778 -0.2971 0.0853 -0.2390 -0.0934 -0.202
N 3.2799 0.4880 -1.2611 0.0242 -0.1864 0.0824 0.081
H 3.3380 3.7935 1.7802 0.0192 0.0261 -0.0086 0.090
H 3.9002 4.3570 0.2143 -0.0094 -0.0162 -0.0029 0.110
H 4.8962 3.2511 1.1424 -0.0029 -0.0122 0.0034 0.080
H 1.6148 4.4257 -0.0174 -0.0205 0.0134 0.0049 0.131
H 0.9725 3.5659 1.3759 0.0152 0.0022 -0.0367 0.107
H -0.7120 4.3803 -0.4724 0.0142 0.0242 -0.0064 0.133
H -0.9094 2.7288 0.1267 -0.0154 0.0088 -0.0193 0.108
H 0.8844 3.2349 -2.0994 -0.0489 0.1124 -0.0313 0.128
H -1.2342 4.0240 -2.9609 0.0296 0.0176 -0.0117 0.132
H -1.9468 2.5799 -2.2753 -0.0082 -0.0278 -0.0240 0.103
H -0.1284 2.8843 -4.6840 0.0070 -0.0024 -0.0071 0.130
H -1.5353 1.8742 -4.5278 -0.0101 -0.0052 0.0295 0.122
H 1.1861 1.3240 -3.8933 -0.0155 0.0398 -0.0715 0.119
H -0.2114 0.0284 -5.5060 0.0133 0.0030 -0.0243 0.131
H -0.9497 -0.6288 -4.0511 0.0010 0.0120 0.0034 0.098
H 1.8211 -1.0701 -5.1418 -0.0750 0.1471 -0.0587 0.117
H 0.7978 -2.1652 -4.2455 0.0332 -0.0290 0.0318 0.118
H 3.5817 -2.3226 -4.7516 -0.0113 0.0199 0.0073 0.075
H 4.9730 -1.9004 -3.7660 -0.0049 -0.0234 0.0056 0.072
H 4.1540 -0.6437 -4.6930 0.0061 -0.0026 0.0164 0.112
H 5.4944 -1.9770 -1.7345 0.0157 0.0012 0.0071 0.096
H 6.6878 -0.7104 0.0322 -0.0171 0.0040 -0.0072 0.129
H 5.6558 1.3459 0.9576 -0.0014 -0.0007 -0.0156 0.117
C -1.7426 -1.6852 0.8941 -0.0381 -0.0481 -0.0443 0.003
C -2.3064 -0.9743 -0.2843 0.0463 -0.0623 -0.0397 -0.311
N -1.6530 -0.2473 -1.1886 -0.0630 -0.1013 0.0005 0.032
C -2.6105 0.1339 -2.1197 0.0449 -0.0924 -0.0520 -0.130
C -3.8222 -0.3485 -1.7710 -0.0346 -0.0413 -0.0573 -0.013
N -3.6150 -1.0551 -0.6092 -0.0339 0.0956 0.0437 0.012
C -4.6998 -1.6450 0.1734 -0.0216 -0.0005 0.0144 -0.054
N -5.6166 -0.6451 0.6145 0.0233 -0.0089 0.0444 -0.063
N -6.6617 -0.3156 -0.2036 0.1821 -0.0319 -0.0132 0.063
N -7.2244 0.7296 0.2347 -0.2279 0.0972 0.0053 0.091
C -6.5642 1.1546 1.3712 0.2059 -0.0976 0.0670 -0.215
C -6.8148 2.2406 2.2127 -0.0026 -0.0181 -0.0260 0.007
C -5.9614 2.4128 3.2784 -0.0494 0.0528 -0.0001 -0.069
C -4.8881 1.5314 3.5080 0.0413 0.0062 0.0593 -0.082
C -4.6304 0.4529 2.6906 0.0731 -0.0529 0.0245 -0.017
C -5.5012 0.2805 1.6138 -0.1750 0.0982 -0.0934 -0.165
H -0.6605 -1.6612 0.8510 -0.0381 -0.0135 0.0051 0.038
H -2.0467 -2.7331 0.8853 0.0001 0.0090 -0.0031 0.099
H -2.0640 -1.2269 1.8301 0.0086 -0.0130 -0.0459 0.068
H -2.3644 0.6871 -3.0044 -0.0348 0.0286 0.0436 0.074
H -4.8001 -0.2626 -2.2157 0.0372 0.0118 -0.0043 0.130
H -4.2761 -2.1748 1.0216 0.0142 -0.0086 0.0120 0.137
H -5.2577 -2.3378 -0.4515 0.0106 -0.0439 -0.0138 0.148
H -7.6503 2.9016 2.0263 0.0200 -0.0009 0.0155 0.124
H -6.1151 3.2328 3.9669 -0.0228 -0.0052 -0.0256 0.111
H -4.2572 1.7040 4.3714 -0.0130 -0.0125 -0.0160 0.098
H -3.8112 -0.2259 2.8970 -0.0401 0.0089 -0.0138 0.094
O 0.1663 0.6518 1.1347 -0.0604 0.0417 -0.2814 -0.039
C 0.4458 0.2221 2.2507 -0.0701 0.1074 0.3954 -0.460
C 1.8347 -0.0652 2.7257 0.0251 -0.0272 -0.0745 -0.080
C 2.2803 1.2174 3.4777 0.0283 -0.0250 -0.0167 -0.148
C 1.3425 1.7641 4.5708 -0.0168 -0.0121 0.0286 -0.169
C 0.0514 2.4483 4.0798 0.0298 0.0546 -0.0108 -0.149
C -1.0672 1.4892 3.6288 -0.0813 -0.0389 -0.0496 -0.147
N -0.4962 0.1821 3.2493 0.1118 0.0026 -0.0124 0.074
H 2.4974 -0.2984 1.8934 0.0085 -0.0092 0.0176 0.104
H 1.8308 -0.9033 3.4252 0.0171 -0.0622 -0.0173 0.128
H 2.4424 2.0078 2.7406 -0.0251 -0.0018 -0.0030 0.083
H 3.2533 1.0062 3.9241 -0.0093 -0.0051 0.0060 0.125
H 1.9105 2.5092 5.1291 0.0153 0.0159 -0.0204 0.120
H 1.1172 0.9828 5.3055 -0.0126 0.0023 -0.0202 0.122
H 0.3160 3.1266 3.2628 -0.0252 -0.0492 0.0158 0.090
H -0.3371 3.0859 4.8750 0.0103 -0.0029 -0.0054 0.120
H -1.6367 1.8822 2.7881 0.0040 0.0214 0.0215 0.113
H -1.7714 1.3027 4.4383 0.0209 -0.0151 -0.0135 0.116
H -0.1206 -0.2656 4.0739 -0.0018 -0.0367 0.0014 0.128
C -1.4104 -4.9532 -1.6738 -0.0379 0.0353 0.0437 -0.054
C -0.6695 -3.8558 -2.3993 0.1562 -0.1069 0.0625 -0.276
O -0.1032 -2.8929 -1.4792 -0.1985 -0.0176 -0.1416 -0.320
P 1.2687 -3.0190 -0.6771 0.1217 0.0061 -0.0406 0.137
O 1.4668 -1.5830 -0.1984 -0.1868 0.2082 0.1135 -0.456
Te 2.9914 -3.9252 -1.9830 0.0356 -0.2411 -0.0143 0.810
O 0.9093 -3.9847 0.5309 -0.1699 0.1925 -0.1217 -0.280
C 1.4489 -3.8956 1.8686 0.0490 -0.0078 -0.0598 -0.242
C 2.9600 -3.8946 1.9006 0.0001 0.0104 0.0232 -0.088
H -1.8691 -5.6321 -2.3931 0.0160 0.0298 -0.0260 0.091
H -2.2026 -4.5345 -1.0495 0.0208 -0.0346 0.0051 0.073
H -0.7341 -5.5315 -1.0452 -0.0056 0.0122 0.0111 0.081
H -1.3347 -3.2696 -3.0329 -0.0209 -0.0009 -0.0119 0.117
H 0.1435 -4.2573 -3.0078 -0.0118 -0.0283 -0.0481 0.066
H 1.0451 -4.7691 2.3740 -0.0067 -0.0036 0.0423 0.128
H 1.0268 -3.0029 2.3353 0.0287 0.0530 0.0235 0.097
H 3.3537 -4.7856 1.4135 0.0124 0.0189 -0.0099 0.077
H 3.3053 -3.8908 2.9358 -0.0412 0.0058 0.0044 0.088
H 3.3666 -3.0160 1.3959 0.0147 -0.0131 0.0061 0.053
```
Forces are in eV/Å.